1.
# C2H5NO2

A cluster of 2 separate species, C2H5NO2 in total (ωB97M-V with the def2-TZVPD basis set, the Open Molecules 2025 dataset).

Output
* ΔE to the lowest compared entry with this formula, charge and spin: 6.933 eV
* max |F|: 3.0 eV/A
* Kohn-Sham gap (alpha / beta): 10.4 / 7.8 eV
* net charge: 0
* HOMO level (alpha / beta): -0.3591 / -0.2971 Ha
* E_tot: -284.21259 Eh

Structure (XYZ):
```
10
Properties=species:S:1:pos:R:3:forces:R:3:lowdin_charge:R:1
O -0.8520 -0.0443 -1.3602 -0.013 0.753 0.655 -0.127
O 0.5375 -1.3307 0.4445 -0.716 -0.588 -2.593 -0.131
N -1.0684 1.0006 -0.3810 -0.702 -1.573 1.186 0.104
C 0.0936 1.0103 -1.1211 -0.912 1.144 -2.407 -0.258
C 0.0847 -0.6201 1.4727 -1.319 -1.078 -1.065 -0.073
H -0.0270 -1.3362 -0.4717 0.846 0.432 2.834 0.154
H 0.8368 -0.0663 1.9158 1.352 1.429 0.868 0.040
H -0.6305 -1.0758 2.1565 -0.442 0.195 -0.418 0.072
H 0.0069 1.7821 -1.9282 0.959 -0.672 0.583 0.126
H 1.0184 0.6804 -0.7275 0.945 -0.041 0.358 0.092
```
Forces are in eV/Å.

***

2.
# C2H5NO2

An isolated molecule of C2H5NO2 (ωB97M-V with the def2-TZVPD basis set, the Open Molecules 2025 dataset).

Output
* ΔE to the lowest compared entry with this formula, charge and spin: 1.646 eV
* max |F|: 2.7 eV/A
* Kohn-Sham gap: 10.3 eV
* structure (SMILES): NC(=O)CO
* net charge: 0
* HOMO level: -0.3573 Ha
* E_tot: -284.40688 Eh

Structure (XYZ):
```
10
Properties=species:S:1:pos:R:3:forces:R:3:lowdin_charge:R:1
O -0.7641 1.4021 1.2821 0.377 -0.516 -0.483 0.084
O 1.3436 -1.0224 -0.2930 0.076 -0.307 0.360 -0.055
N -1.3357 -0.2352 -0.2524 -0.803 -0.083 0.830 0.101
C 0.9025 0.3126 -0.1667 -0.370 0.018 -0.336 -0.190
C -0.4371 0.5146 0.5251 -0.737 0.103 0.017 -0.499
H -2.2591 0.1337 -0.3573 -0.486 -0.178 0.547 0.096
H 0.2984 0.4242 -1.1064 2.443 1.016 -0.285 0.136
H 1.7759 -1.3084 0.5186 -0.022 0.079 0.022 0.093
H -1.2246 -1.2354 -0.3000 0.134 0.112 -0.225 0.099
H 1.7002 1.0141 0.1501 -0.612 -0.245 -0.448 0.137
```
Forces are in eV/Å.

***

3.
# C2H5NO2

A cluster of 2 separate species, C2H5NO2 in total (ωB97M-V with the def2-TZVPD basis set, the Open Molecules 2025 dataset).

Output
* ΔE to the lowest compared entry with this formula, charge and spin: 2.267 eV
* max |F|: 5.2 eV/A
* Kohn-Sham gap: 10.9 eV
* structure (SMILES): NC=O.C=O
* net charge: 0
* HOMO level: -0.3742 Ha
* E_tot: -284.38404 Eh

Structure (XYZ):
```
10
Properties=species:S:1:pos:R:3:forces:R:3:lowdin_charge:R:1
O -1.8043 0.0745 0.8021 1.056 -1.334 -4.873 -0.041
O 2.3528 1.2548 0.9341 0.012 -2.069 -2.361 -0.030
N -1.4592 -1.4426 -0.9473 -2.062 -1.370 1.865 0.078
C -1.4962 -0.1992 -0.4041 1.127 4.119 1.730 -0.412
C 2.4364 0.5247 -0.0608 1.302 2.467 1.686 -0.113
H -0.9980 0.6504 -1.1701 -1.473 -1.827 1.970 0.162
H 3.4462 0.3370 -0.5438 -0.778 -0.101 0.557 0.089
H -1.7883 -1.6862 -1.8794 0.475 0.842 0.016 0.100
H -2.0516 -1.9524 -0.2571 0.858 -0.424 -0.717 0.118
H 1.5777 0.1612 -0.6182 -0.517 -0.303 0.127 0.048
```
Forces are in eV/Å.

***

4.
# C2H5NO2

An isolated molecule of C2H5NO2 (ωB97M-V with the def2-TZVPD basis set, the Open Molecules 2025 dataset).

Output
* ΔE to the lowest compared entry with this formula, charge and spin: 5.629 eV
* max |F|: 3.7 eV/A
* Kohn-Sham gap (alpha / beta): 7.9 / 8.2 eV
* net charge: 0
* HOMO level (alpha / beta): -0.2717 / -0.2791 Ha
* E_tot: -284.26050 Eh

Structure (XYZ):
```
10
Properties=species:S:1:pos:R:3:forces:R:3:lowdin_charge:R:1
O 0.6443 -1.0159 -0.4009 -0.888 -0.104 0.164 -0.062
O -0.9219 0.5207 0.2108 1.846 -3.070 -1.012 -0.171
N -2.0255 1.2591 0.5400 -0.612 0.456 0.210 -0.022
C -0.6229 -0.7071 -0.1313 -0.956 2.853 0.803 -0.145
C 1.5985 0.0082 -0.1633 0.438 0.431 0.107 -0.050
H 2.5665 -0.4240 -0.4043 -0.088 0.017 -0.013 0.097
H 1.5741 0.3169 0.8847 -0.016 -0.034 -0.098 0.103
H -1.3469 -1.5073 -0.2178 -0.056 0.106 -0.026 0.154
H -2.8643 0.6708 0.4729 0.313 -0.571 -0.162 -0.006
H 1.3981 0.8785 -0.7909 0.019 -0.084 0.027 0.102
```
Forces are in eV/Å.

***

5.
# C2H5NO2

A cluster of 2 separate species, C2H5NO2 in total (ωB97M-V with the def2-TZVPD basis set, the Open Molecules 2025 dataset).

Output
* ΔE to the lowest compared entry with this formula, charge and spin: 1.079 eV
* max |F|: 1.0 eV/A
* Kohn-Sham gap: 10.7 eV
* structure (SMILES): N=C=O.CO
* net charge: 0
* HOMO level: -0.3707 Ha
* E_tot: -284.42772 Eh

Structure (XYZ):
```
10
Properties=species:S:1:pos:R:3:forces:R:3:lowdin_charge:R:1
O 0.5201 -1.7785 -1.2891 0.050 0.892 -0.337 0.179
O -1.1400 0.5947 0.5393 0.059 0.146 -0.087 -0.136
N 0.5790 0.5490 -1.7967 0.085 -0.538 -0.011 0.165
C 0.5653 -0.6591 -1.6134 -0.020 -0.319 0.173 -0.373
C -0.3490 -0.0362 1.5248 0.187 -0.210 0.406 -0.180
H -0.3435 -1.1290 1.4013 -0.036 0.191 -0.048 0.072
H 0.8028 0.9801 -2.6792 0.012 -0.077 0.010 0.093
H -0.7741 0.1903 2.5072 0.061 -0.041 -0.083 0.075
H -0.5575 0.9836 -0.1241 -0.165 -0.062 0.063 0.022
H 0.6969 0.3051 1.5299 -0.234 0.018 -0.086 0.083
```
Forces are in eV/Å.

***

6.
# C2H5NO2

An isolated molecule of C2H5NO2 (ωB97M-V with the def2-TZVPD basis set, the Open Molecules 2025 dataset).

Output
* ΔE to the lowest compared entry with this formula, charge and spin: 0.032 eV
* max |F|: 0.9 eV/A
* Kohn-Sham gap: 10.6 eV
* structure (SMILES): CNC(=O)O
* net charge: 0
* HOMO level: -0.3639 Ha
* E_tot: -284.46618 Eh

Structure (XYZ):
```
10
Properties=species:S:1:pos:R:3:forces:R:3:lowdin_charge:R:1
O 1.0585 -1.1625 -0.3368 -0.810 -0.365 0.077 0.093
O 2.2405 0.6441 0.3271 -0.049 -0.039 0.334 0.079
N -0.0374 0.6787 0.2989 -0.253 0.115 -0.137 0.028
C 1.1765 0.1063 0.1345 0.494 0.208 -0.174 -0.627
C -1.2687 0.0718 -0.1508 -0.471 -0.123 0.053 -0.084
H -1.5403 -0.7839 0.4571 0.054 -0.202 0.107 0.082
H 1.7320 -1.7425 0.0253 0.496 0.285 -0.085 0.121
H -1.2165 -0.2509 -1.1823 0.094 -0.086 -0.251 0.082
H -2.0935 0.7777 -0.0769 0.166 0.197 0.087 0.085
H -0.0510 1.6611 0.5039 0.279 0.009 -0.011 0.141
```
Forces are in eV/Å.

***

7.
# C2H5NO2

An isolated molecule of C2H5NO2 (ωB97M-V with the def2-TZVPD basis set, the Open Molecules 2025 dataset).

Output
* ΔE to the lowest compared entry with this formula, charge and spin: 0.702 eV
* max |F|: 0.7 eV/A
* Kohn-Sham gap: 10.4 eV
* structure (SMILES): NC(=O)CO
* net charge: 0
* HOMO level: -0.3589 Ha
* E_tot: -284.44158 Eh

Structure (XYZ):
```
10
Properties=species:S:1:pos:R:3:forces:R:3:lowdin_charge:R:1
O -0.2783 0.5861 1.9107 0.193 -0.134 -0.403 0.062
O -0.3448 -1.1715 -1.1637 -0.321 -0.024 -0.006 -0.053
N 0.1115 1.4467 -0.1702 -0.253 0.269 0.111 0.148
C -0.0803 0.4291 0.7222 0.172 0.097 0.144 -0.524
C 0.2894 -0.9019 0.0706 0.189 0.000 0.192 -0.186
H 1.3161 -0.6608 -0.2029 0.278 -0.637 0.122 0.125
H 0.2537 -1.7346 0.7855 -0.122 0.262 -0.182 0.130
H -1.2016 -1.5779 -0.9934 0.043 0.083 -0.008 0.095
H -0.1065 1.3101 -1.1421 0.295 -0.071 -0.016 0.098
H 0.3277 2.3654 0.1700 -0.473 0.156 0.046 0.106
```
Forces are in eV/Å.

***

8.
# C2H5NO2

A cluster of 3 separate species, C2H5NO2 in total (ωB97M-V with the def2-TZVPD basis set, the Open Molecules 2025 dataset).

Output
* ΔE to the lowest compared entry with this formula, charge and spin: 9.213 eV
* max |F|: 4.9 eV/A
* Kohn-Sham gap: 7.7 eV
* net charge: 0
* HOMO level: -0.3227 Ha
* E_tot: -284.12878 Eh

Structure (XYZ):
```
10
Properties=species:S:1:pos:R:3:forces:R:3:lowdin_charge:R:1
O 1.7008 -0.2310 -0.7094 3.780 -1.235 2.810 -0.209
O -1.2742 -0.1577 0.0934 -0.190 4.373 2.162 -0.130
N 0.7330 -1.1240 -0.8034 -2.049 -2.175 -0.488 -0.138
C -0.4984 -1.0162 -0.4321 2.682 -2.638 -0.680 -0.333
C -0.6216 1.1091 0.5515 -2.060 2.704 -1.263 -0.072
H 2.8030 -1.1541 0.0137 -2.869 2.965 -2.221 0.311
H -1.7100 2.0065 0.2123 3.685 -2.601 1.621 0.175
H 0.2653 1.4202 -0.2822 -2.285 -0.987 3.011 0.122
H -0.3686 1.1005 1.8215 -0.651 -0.005 -4.259 0.148
H -1.0294 -1.9534 -0.4652 -0.044 -0.400 -0.692 0.125
```
Forces are in eV/Å.

***

9.
# C2H5NO2S

A cluster of 2 separate species, C2H5NO2S in total (ωB97M-V with the def2-TZVPD basis set, the Open Molecules 2025 dataset).

Output
* ΔE to the lowest compared entry with this formula, charge and spin: 5.431 eV
* max |F|: 3.5 eV/A
* Kohn-Sham gap: 8.5 eV
* structure (SMILES): C=[N+]([O-])O.C=S
* net charge: 0
* HOMO level: -0.3241 Ha
* E_tot: -682.44001 Eh

Structure (XYZ):
```
11
Properties=species:S:1:pos:R:3:forces:R:3:lowdin_charge:R:1
S 2.8510 -0.3509 -0.2015 -0.315 -0.412 0.419 0.589
O -0.8828 0.6511 0.6487 -0.467 -0.062 -0.802 -0.058
O -2.4198 -0.2372 -0.6632 -0.481 -2.377 0.091 0.106
N -1.3713 -0.4058 0.1752 1.850 -0.855 2.340 -0.409
C 2.5783 1.1398 0.3042 1.432 1.619 -2.225 -0.603
C -0.9422 -1.6138 0.5073 -1.130 2.778 -1.761 0.105
H 3.0193 1.9451 -0.4452 -1.209 -1.119 2.016 0.038
H -1.4294 -2.3537 -0.0732 0.131 -1.097 0.023 0.078
H -2.3165 0.6735 -0.7999 -0.271 2.657 -0.602 0.088
H 0.0368 -1.4602 0.8942 0.466 -1.005 0.716 0.064
H 2.0913 1.4564 1.2261 -0.005 -0.127 -0.215 0.002
```
Forces are in eV/Å.

***

10.
# C2H5NO2Se

An isolated molecule of C2H5NO2Se (ωB97M-V with the def2-TZVPD basis set, the Open Molecules 2025 dataset).

Output
* ΔE to the lowest compared entry with this formula, charge and spin: 0.376 eV
* max |F|: 5.1 eV/A
* Kohn-Sham gap (alpha / beta): 8.6 / 8.6 eV
* structure (SMILES): NC(=[Se])C(O)O
* net charge: 0
* HOMO level (alpha / beta): -0.3205 / -0.3205 Ha
* E_tot: -2685.84046 Eh

Structure (XYZ):
```
11
Properties=species:S:1:pos:R:3:forces:R:3:lowdin_charge:R:1
Se -2.3919 -0.0127 -0.1312 0.866 -0.331 -0.257 0.712
O 1.5714 0.5134 0.5701 -2.279 -0.043 0.449 -0.036
O -0.1118 1.9468 -0.2162 4.436 0.908 1.201 0.033
N -0.1012 -1.5771 0.0047 -1.872 -0.516 -0.460 0.124
C 0.4218 0.7156 -0.3663 2.278 -1.275 2.050 -0.464
C -0.5973 -0.3851 -0.1746 -1.582 1.319 0.261 -0.753
H -0.9366 1.8325 -0.5441 -4.905 0.175 -1.434 -0.056
H 0.7793 -1.7072 0.3499 3.051 -0.058 0.621 0.082
H 1.1840 0.4454 1.4892 0.581 0.389 -1.325 0.119
H 0.9305 0.4895 -1.2792 0.234 0.372 -1.134 0.148
H -0.7481 -2.2610 0.2979 -0.808 -0.940 0.029 0.091
```
Forces are in eV/Å.